# 1
Computed, not measured: 8 unconnected molecules or ions with the total composition C29H46F2O16S, with ωB97M-V with the def2-TZVPD basis set.

Results
LUMO level: 0.33 eV
Charge: 0
Energy above the lowest of the compared OMol25 structures with the same formula, charge and spin: 28.4 kcal per mole
Orbital gap: 0.34601 hartree
HOMO level: -9.089 eV

Cartesian coordinates (Å):
F  22.76758  -24.08110  11.52047
C  22.52855  -22.81942  11.30082
C  23.40714  -21.87017  11.70983
C  23.15226  -20.55581  11.38910
C  21.99005  -20.19238  10.76892
C  21.06468  -21.14022  10.46706
C  21.38997  -22.47764  10.60738
H  24.32967  -22.20106  12.17861
H  23.91172  -19.81454  11.58809
H  21.80861  -19.15330  10.53633
H  20.16283  -20.87633  9.92502
H  20.74161  -23.29226  10.28808
F  14.07232  -17.39307  15.45742
C  14.40263  -16.94510  14.26430
C  13.49768  -16.18929  13.54803
C  13.81229  -15.81201  12.26194
C  15.08772  -16.08895  11.71188
C  16.01522  -16.77140  12.50331
C  15.66605  -17.21062  13.76375
H  12.51731  -16.02441  13.99440
H  13.10274  -15.22858  11.68074
H  15.30879  -15.68984  10.73221
H  17.00980  -16.94789  12.11280
H  16.45177  -17.64588  14.38216
C  20.00666  -14.44717  10.80746
S  18.78099  -14.95446  9.61052
O  18.42792  -16.31322  10.11743
C  17.45941  -13.82223  10.06823
H  20.12855  -13.35794  10.80068
H  20.96149  -14.85705  10.47588
H  19.75465  -14.82188  11.79156
H  16.64156  -14.02185  9.38615
H  17.84587  -12.82074  9.86108
H  17.20672  -13.92521  11.11644
C  20.82029  -21.79800  14.26997
O  21.58684  -22.74306  15.01988
C  21.59666  -22.59352  16.35280
O  20.97521  -21.81447  16.96490
O  22.46140  -23.47394  16.88976
C  22.51898  -23.50456  18.29993
H  21.37261  -20.88167  14.09534
H  19.85886  -21.58372  14.75400
H  20.52580  -22.27591  13.33905
H  21.72034  -22.92007  18.71904
H  23.50961  -23.15860  18.61444
H  22.51370  -24.56132  18.58544
C  21.49725  -14.28129  19.45976
O  22.23437  -14.81386  18.40794
C  22.58504  -13.95238  17.49216
O  22.27407  -12.83894  17.42687
O  23.34955  -14.57944  16.67504
C  23.75647  -13.89233  15.54530
H  21.57012  -15.01410  20.26006
H  20.46561  -14.12396  19.21755
H  21.95010  -13.36313  19.82843
H  22.92673  -13.45654  14.97286
H  24.31443  -14.52668  14.86828
H  24.38466  -13.05682  15.86716
C  18.10969  -15.84948  21.10488
O  18.63245  -15.48137  19.83085
C  18.09268  -16.11358  18.76983
O  17.06479  -16.74238  18.78379
O  18.82832  -15.86652  17.67966
C  18.26362  -16.39522  16.47931
H  17.05459  -15.59598  21.15890
H  18.67114  -15.26979  21.82187
H  18.24663  -16.91522  21.25940
H  18.75900  -15.91150  15.64114
H  17.20537  -16.12117  16.36000
H  18.33275  -17.47571  16.41643
C  21.87031  -18.61841  16.60905
O  20.75695  -18.30575  15.78864
C  20.99258  -18.11492  14.53323
O  22.03293  -18.06928  14.02949
O  19.85664  -17.98422  13.92302
C  19.96090  -17.88972  12.52402
H  22.65754  -19.06060  16.00611
H  21.48876  -19.29707  17.35687
H  22.27319  -17.71383  17.06368
H  20.61434  -17.06433  12.25051
H  18.98053  -17.70247  12.11357
H  20.34100  -18.81015  12.08082
C  26.23535  -16.71579  16.98825
O  26.46135  -15.29627  17.07865
C  27.65716  -14.89011  17.12642
O  28.61746  -15.54593  17.01205
O  27.61697  -13.60881  17.23054
C  28.89766  -13.00828  17.44386
H  26.71467  -17.24790  17.80588
H  26.61432  -17.10400  16.03680
H  25.16316  -16.83787  16.93596
H  28.74179  -11.94461  17.35356
H  29.62737  -13.38909  16.73376
H  29.25760  -13.23372  18.45214

---

# 2
Computed, not measured: 2 unconnected molecules or ions with the total composition C5H15NP, with ωB97M-V with the def2-TZVPD basis set.

Results
LUMO level: -5.28 eV
Charge: +1
Energy above the lowest of the compared OMol25 structures with the same formula, charge and spin: 34.9 kcal per mole
Orbital gap: 0.28279 hartree
HOMO level: -12.976 eV

Cartesian coordinates (Å):
C  2.51545  0.91784  0.98087
C  -0.29091  -1.83627  -0.11298
C  -3.65379  -1.05103  0.52145
C  1.02153  1.48587  -1.91928
C  0.96657  0.94743  1.16068
N  0.33490  -0.96390  -0.83583
P  0.08245  0.69013  -0.54102
H  2.95418  0.12101  1.67535
H  2.93501  0.72373  -0.02847
H  2.93073  1.91561  1.14685
H  -2.93258  -1.89655  0.48944
H  -0.00183  -2.81936  -0.14016
H  -1.19828  -1.58088  0.46131
H  -4.65655  -1.53155  0.60151
H  -3.62081  -0.29452  -0.23883
H  -3.34330  -0.59625  1.55993
H  1.57784  0.73479  -2.48610
H  1.68407  2.29999  -1.62193
H  0.33702  1.90207  -2.71721
H  0.51945  1.96042  1.34638
H  0.65396  0.22952  2.00241
H  1.18487  -1.35811  -1.30438

---

# 3
Computed, not measured: a molecular structure, C10H12ClIrNO4, with ωB97M-V with the def2-TZVPD basis set.

Results
LUMO level (spin up / spin down): -6.96 / -11.57 eV
Charge: +2
Spin multiplicity: 6
Orbital gap (spin up / spin down): 0.23082 / 0.19802 hartree
HOMO level (spin up / spin down): -13.245 / -16.956 eV

Cartesian coordinates (Å):
Cl  -2.56507  0.12343  -1.55553
C  0.76638  -2.36336  -1.87667
C  1.84052  -1.60731  -1.29265
C  1.60036  -0.22991  -1.55139
H  2.65490  -1.97887  -0.67866
C  0.44057  -0.08610  -2.39879
C  -0.11611  -1.42404  -2.54355
H  -1.00236  -1.70212  -3.11586
H  0.60777  -3.44330  -1.80669
H  2.19829  0.61510  -1.24839
C  -0.14267  1.16140  -2.93796
Ir  -0.34769  -1.06692  -0.38499
C  0.08838  -1.68370  1.32878
C  -2.10985  -0.93903  0.29302
O  0.26486  -2.04995  2.43030
O  -3.09029  -0.99140  0.94225
H  0.16194  2.01859  -2.32436
H  -1.22630  1.03823  -2.78487
H  -0.03142  1.26016  -4.02813
N  -0.62757  0.78361  3.22950
C  0.63265  1.24531  2.65859
C  0.24229  2.15440  1.49025
O  -0.27423  3.23759  1.87887
O  0.40435  1.71803  0.32340
H  -1.10348  1.60174  3.63151
H  -0.42515  0.15203  3.99606
H  -1.21247  0.25785  2.55334
H  1.14200  1.79485  3.42894
H  1.22940  0.40370  2.34367

---

# 4
Computed, not measured: a single C3H4N2O3 molecule, with ωB97M-V with the def2-TZVPD basis set.

Results
LUMO level: 0.44 eV
Charge: 0
Energy above the lowest of the compared OMol25 structures with the same formula, charge and spin: 121.0 kcal per mole
SMILES: O=C[C@H]1ON=CNO1
Orbital gap: 0.36198 hartree
HOMO level: -9.409 eV

Cartesian coordinates (Å):
C  -1.85425  0.57340  -0.92668
C  -0.54037  -0.00671  -0.38713
C  1.75054  -0.42619  0.41822
H  -1.82224  1.71047  -0.72367
H  -0.50492  -1.07905  -0.56099
H  0.59096  -0.59044  2.26340
H  2.54887  -1.02884  0.81140
N  0.81187  -0.02205  1.40655
N  1.74336  -0.04318  -0.80867
O  -2.83341  -0.02784  -1.24205
O  -0.43778  0.40457  0.88649
O  0.54738  0.53586  -1.13688

---

# 5
Computed, not measured: a gas-phase ion, C7H16N5 (charge +1), with ωB97M-V with the def2-TZVPD basis set.

Results
LUMO level: -2.58 eV
Charge: +1
Energy above the lowest of the compared OMol25 structures with the same formula, charge and spin: 18.3 kcal per mole
SMILES: Cn1nnc(CC[N+](C)(C)C)n1
Orbital gap: 0.39147 hartree
HOMO level: -13.228 eV

Cartesian coordinates (Å):
N  1.61112  0.86007  -1.07418
N  2.40085  1.47348  -1.85950
N  1.42801  3.04862  -0.50761
C  1.04573  1.82052  -0.27108
N  2.33354  2.78058  -1.48178
C  3.18240  3.78912  -2.13219
C  -0.07789  1.51333  0.68040
C  0.00954  -1.56353  0.44970
C  -1.86796  -0.66941  1.68128
C  0.08025  -1.68939  2.74760
C  0.36030  0.47178  1.72232
N  -0.36992  -0.83242  1.63992
H  2.92715  3.80183  -3.18883
H  4.23238  3.46732  -2.07904
H  3.02404  4.77400  -1.64658
H  -0.36014  2.45923  1.15873
H  -0.93366  1.20057  0.05985
H  -0.00681  -0.96773  -0.46032
H  -0.69966  -2.40655  0.23421
H  1.00158  -1.96874  0.52846
H  -2.26732  -0.35330  0.70501
H  -2.18254  0.04271  2.48556
H  -2.34768  -1.63022  1.90488
H  1.20497  -1.69815  2.76561
H  -0.29827  -1.31160  3.71220
H  -0.22979  -2.76248  2.66504
H  0.18697  0.87243  2.71975
H  1.42977  0.29488  1.65753

---

# 6
Computed, not measured: a single C24H31N3O5S molecule, with ωB97M-V with the def2-TZVPD basis set.

Results
LUMO level: 0.35 eV
Charge: 0
Energy above the lowest of the compared OMol25 structures with the same formula, charge and spin: 47.8 kcal per mole
SMILES: COc1ccc(NS(=O)(=O)c2cc(NC(=O)C3CCCCC3)ccc2N2CCOCC2)cc1
Orbital gap: 0.29343 hartree
HOMO level: -7.632 eV

Cartesian coordinates (Å):
C  3.75526  0.85908  1.51127
H  3.88401  1.92956  1.69606
O  3.73206  0.56898  0.13009
C  2.71390  1.07474  -0.61809
C  2.62240  0.59835  -1.92623
C  1.59367  1.00043  -2.75118
C  0.63773  1.90622  -2.29521
C  0.77024  2.43686  -1.01741
C  1.78697  2.01579  -0.18014
H  1.84006  2.42137  0.81667
H  0.05074  3.16559  -0.68016
N  -0.47562  2.23118  -3.07154
S  -1.99665  2.47844  -2.38894
O  -2.91855  2.09579  -3.42283
O  -2.05169  3.82213  -1.90166
C  -2.02674  1.35279  -0.99046
C  -1.24972  0.21771  -1.11279
C  -0.80937  -0.47186  0.00869
C  -1.21489  -0.02111  1.26400
C  -2.07495  1.04743  1.37875
C  -2.52054  1.76953  0.25603
N  -3.36998  2.83274  0.34589
C  -4.44398  3.04282  -0.60223
H  -4.28099  2.46649  -1.51032
C  -5.77110  2.61572  0.04578
O  -6.01316  3.29625  1.25657
C  -4.96998  3.08216  2.17990
C  -3.63014  3.53158  1.58405
H  -2.81350  3.38535  2.28868
H  -3.69763  4.59903  1.34442
H  -5.22307  3.66689  3.06588
H  -4.92009  2.01469  2.44769
H  -6.61002  2.85473  -0.60863
H  -5.74953  1.52904  0.22865
H  -4.47852  4.10368  -0.86629
H  -2.40408  1.33438  2.36457
H  -0.85564  -0.52166  2.14723
N  0.07963  -1.54267  -0.15713
C  1.10872  -1.86391  0.68420
O  1.26958  -1.35086  1.76957
C  1.99363  -2.97468  0.14295
C  1.39316  -4.32017  0.57462
C  2.26850  -5.47447  0.09613
C  3.68535  -5.33149  0.64289
C  4.28711  -3.99692  0.21370
C  3.41676  -2.83690  0.68383
H  3.37374  -2.81843  1.77400
H  3.83943  -1.88854  0.34878
H  5.29187  -3.89159  0.62663
H  4.37076  -3.97121  -0.87577
H  4.30677  -6.15458  0.28424
H  3.65787  -5.38187  1.73340
H  1.83488  -6.42189  0.42247
H  2.29961  -5.47936  -0.99630
H  1.32641  -4.33972  1.66434
H  0.38153  -4.42350  0.17370
H  2.01761  -2.92803  -0.95151
H  0.11897  -1.91839  -1.09385
H  -0.94600  -0.10432  -2.09731
H  -0.53682  1.76317  -3.96267
H  1.51987  0.60360  -3.75407
H  3.36326  -0.10645  -2.27016
H  2.84533  0.49866  1.99973
H  4.61553  0.32160  1.90686

---

# 7
Computed, not measured: a single C6H11N molecule, with ωB97M-V with the def2-TZVPD basis set.

Results
LUMO level: 0.93 eV
Charge: 0
Energy above the lowest of the compared OMol25 structures with the same formula, charge and spin: 4.3 kcal per mole
SMILES: CCC[C@@H](C)C#N
Orbital gap: 0.45021 hartree
HOMO level: -11.323 eV

Cartesian coordinates (Å):
C  -2.46737  -0.34260  -0.85962
C  -1.35022  0.40910  -0.14225
C  0.07478  -0.00160  -0.56290
C  1.02565  -0.19898  0.63547
C  2.50017  -0.30557  0.23191
C  0.84925  0.88870  1.61388
N  0.68282  1.74516  2.37428
H  -3.44283  -0.04169  -0.46259
H  -2.46981  -0.14966  -1.93786
H  -2.36673  -1.42422  -0.71072
H  -1.47244  1.48774  -0.29258
H  -1.46929  0.25359  0.93666
H  0.05734  -0.94748  -1.12057
H  0.50886  0.74578  -1.23897
H  0.72906  -1.12256  1.15107
H  2.63545  -1.10643  -0.50180
H  2.84557  0.63294  -0.21359
H  3.12973  -0.52221  1.10019

---

# 8
Computed, not measured: a gas-phase ion, C16H19N4O10 (charge -1), with ωB97M-V with the def2-TZVPD basis set.

Results
LUMO level: 2.33 eV
Charge: -1
SMILES: CCOC(=O)C(C(=O)OCC)(C(C)C)[C@@H]1C(=[N+]([O-])[O-])C=C([N+](=O)[O-])c2no[n+]([O-])c21
Orbital gap: 0.24657 hartree
HOMO level: -4.382 eV

Cartesian coordinates (Å):
C  3.25146  1.95382  -2.06341
C  2.92232  0.52236  -1.76446
O  1.59796  0.56266  -1.16330
C  1.08583  -0.66926  -1.08955
C  -0.24963  -0.72151  -0.44255
C  -1.06810  -2.07806  -0.95051
C  -1.11862  -3.03975  0.20490
C  -0.48854  -2.78577  -2.20126
C  -1.04011  0.45237  -1.04850
O  -0.76009  1.61526  -0.77883
O  -2.03885  0.11257  -1.86364
C  -3.12093  1.05910  -2.27964
C  -3.54172  2.09231  -1.27771
O  1.80372  -1.63077  -1.33967
H  4.33271  2.06976  -2.13530
H  2.82675  2.23710  -3.02939
H  2.86725  2.62680  -1.29704
H  2.92093  -0.07966  -2.68683
H  3.61513  0.07809  -1.03757
H  -2.08781  -1.78274  -1.24076
H  -1.63792  -2.55074  1.02924
H  -1.66215  -3.95368  -0.05383
H  -0.09528  -3.29031  0.51655
H  -0.53721  -2.11096  -3.08596
H  0.56702  -3.07521  -1.99517
H  -1.10907  -3.69813  -2.39518
H  -2.71592  1.50750  -3.18861
H  -3.94509  0.38469  -2.53126
H  -4.41510  2.58960  -1.69613
H  -3.82564  1.65671  -0.31504
H  -2.75197  2.83602  -1.14315
O  2.76292  1.98308  4.90510
N  1.59821  2.10792  4.48071
O  0.79256  2.94156  4.97277
C  1.11564  1.30739  3.35563
C  -0.14116  1.56374  2.77106
C  -0.55784  0.85860  1.64252
N  -1.95499  0.81306  1.39468
O  -2.75469  1.58187  1.95085
O  -2.40678  -0.09298  0.64882
C  0.14682  -0.24093  0.92822
C  1.41893  -0.46031  1.64313
N  2.08718  -1.67433  1.61694
O  1.98537  -2.70070  0.96321
O  2.99565  -1.65272  2.68555
N  2.85824  -0.53500  3.43201
C  1.86784  0.20327  2.80249
H  -0.84495  2.27123  3.24156
H  -0.55025  -1.16493  0.90833